[1]
This record from the Open Molecules 2025 dataset describes 2 unconnected molecules or ions with the total composition C3H10N2O. The level of theory is ωB97M-V/def2-TZVPD.

For the energy above the lowest of the compared OMol25 structures with the same formula, charge and spin, the calculation gives 2.075 eV. The calculated total energy comes out at -304.99841 a.u. For the orbital gap, the calculation gives 8.84 eV. Its total charge is 0. The maximum force is 1.65 eV/Å. The value obtained for the LUMO energy is 0.03153 Eh. For the highest occupied orbital energy, the calculation gives -0.293 Ha.

Each line ends with the Löwdin charge.
Cartesian coordinates (Å):
H  1.0364  -1.0559  1.8663  0.11
H  1.4761  0.5600  -0.3852  0.07
N  -2.1940  -0.0163  0.1039  0.04
H  -1.8567  2.5996  -0.4746  0.04
H  -0.6223  2.2589  -1.8404  0.03
H  1.3074  1.1708  1.1743  0.07
O  1.2353  -1.7237  -0.0328  -0.08
H  -2.6028  0.5406  0.8416  0.09
C  -1.2420  1.9018  -1.0331  -0.05
C  -1.5782  0.5992  -0.9488  -0.32
H  2.7235  -1.2352  1.3506  0.10
H  -1.9044  -0.9332  0.3832  0.08
N  1.7039  0.4499  0.5979  0.02
H  1.7055  -2.5596  -0.0040  0.07
C  1.7349  -0.8972  1.0306  -0.36
H  -1.2367  -0.0767  -1.7263  0.10



[2]
This record from the Open Molecules 2025 dataset describes a molecular structure, C3H10N2O. The level of theory is ωB97M-V/def2-TZVPD.

For the energy above the lowest of the compared OMol25 structures with the same formula, charge and spin, the calculation gives 5.065 eV. The calculated total energy comes out at -304.88851 a.u. For the orbital gap, the calculation gives 9.44 eV. Its total charge is 0. The maximum force is 6.03 eV/Å. The value obtained for the LUMO energy is 0.00471 Eh. For the highest occupied orbital energy, the calculation gives -0.342 Ha.

Each line ends with the Löwdin charge.
Cartesian coordinates (Å):
N  -2.2099  0.3271  0.4048  -0.01
H  2.0897  1.6122  0.1814  0.14
H  -1.6785  -1.5028  1.2484  0.10
H  2.9388  -1.1099  -5.3217  0.00
H  0.1324  1.1250  0.0182  0.15
C  -0.2520  0.0169  1.8493  -0.20
C  -1.1752  -0.6520  0.8139  -0.27
O  1.5746  -0.2609  -0.2397  -0.01
N  0.3260  1.2622  1.2498  0.07
H  -2.7913  0.0505  -0.3670  0.06
C  1.2911  0.8596  0.2534  -0.42
H  0.5253  -0.6927  2.1905  0.12
H  2.3736  -1.5942  -5.2197  0.00
H  -1.7445  1.2280  0.2518  0.05
H  -0.8379  0.2730  2.7394  0.11
H  -0.5623  -0.9419  -0.0529  0.09



[3]
This record from the Open Molecules 2025 dataset describes 2 unconnected molecules or ions with the total composition C3H10N2O. The level of theory is ωB97M-V/def2-TZVPD.

For the energy above the lowest of the compared OMol25 structures with the same formula, charge and spin, the calculation gives 1.573 eV. The calculated total energy comes out at -305.01683 a.u. For the orbital gap, the calculation gives 9.65 eV. Its total charge is 0. The maximum force is 2.25 eV/Å. The value obtained for the LUMO energy is 0.03204 Eh. For the highest occupied orbital energy, the calculation gives -0.323 Ha.

Each line ends with the Löwdin charge.
Cartesian coordinates (Å):
H  -1.3829  -2.6664  0.9334  0.07
H  0.8303  -1.1380  -2.0888  0.07
O  0.0086  2.6262  1.0998  -0.06
N  -0.5519  0.1282  -0.4019  -0.02
H  -0.6402  2.2649  1.7186  0.04
C  1.5492  -0.8110  -1.3319  -0.10
H  2.3072  -0.4175  -2.0299  0.07
H  2.0059  -1.5711  -0.7056  0.06
H  -2.3383  -0.5266  0.1696  0.11
N  -0.8123  -1.8458  0.8755  0.09
H  0.1610  -1.8954  1.0546  0.07
C  -1.2608  -0.6904  0.2169  -0.29
H  -0.3174  2.4217  0.2289  0.00
H  0.8712  1.1746  -1.3955  0.10
C  0.8266  0.3624  -0.6549  -0.32
H  1.3611  0.7615  0.2112  0.10



[4]
This record from the Open Molecules 2025 dataset describes 2 unconnected molecules or ions with the total composition C3H10N2O. The level of theory is ωB97M-V/def2-TZVPD.

For the energy above the lowest of the compared OMol25 structures with the same formula, charge and spin, the calculation gives 2.374 eV. The calculated total energy comes out at -304.98739 a.u. For the orbital gap, the calculation gives 8.55 eV. Its total charge is 0. The maximum force is 4.49 eV/Å. The value obtained for the LUMO energy is 0.02997 Eh. For the highest occupied orbital energy, the calculation gives -0.284 Ha.

Each line ends with the Löwdin charge.
Cartesian coordinates (Å):
C  1.9657  -0.3635  0.5292  -0.33
H  2.3494  -1.6396  -1.2026  -0.01
H  -0.9805  -1.0845  0.2782  0.09
H  1.2207  0.5153  2.0313  0.06
N  1.3860  0.7143  1.0758  0.03
C  2.0283  -0.7229  -0.8162  -0.05
H  2.6446  -0.9498  1.2526  0.13
H  -1.2094  0.6754  -1.4785  0.11
H  1.6383  -0.1442  -1.6677  0.03
H  0.5023  1.2162  0.7445  0.09
H  -1.8857  1.2867  1.2034  0.10
H  -2.7673  0.9450  -0.6844  0.10
C  -1.7797  0.5270  -0.5669  -0.34
H  -1.9388  -1.4488  -1.0120  0.07
O  -1.2437  1.3401  0.4836  -0.10
N  -1.9304  -0.8666  -0.1701  0.00



[5]
This record from the Open Molecules 2025 dataset describes 2 unconnected molecules or ions with the total composition C3H10N2O. The level of theory is ωB97M-V/def2-TZVPD.

For the energy above the lowest of the compared OMol25 structures with the same formula, charge and spin, the calculation gives 0.894 eV. The calculated total energy comes out at -305.04180 a.u. For the orbital gap, the calculation gives 10.00 eV. Its total charge is 0. The maximum force is 1.63 eV/Å. The value obtained for the LUMO energy is 0.03353 Eh. For the highest occupied orbital energy, the calculation gives -0.334 Ha.

Each line ends with the Löwdin charge.
Cartesian coordinates (Å):
C  1.0378  -1.2831  -0.3649  -0.35
H  2.6864  -2.2479  -1.1728  0.06
H  3.0573  -1.2698  0.0569  0.05
N  2.4562  -1.3575  -0.7515  -0.02
H  -1.6997  0.5014  2.1271  0.09
N  -2.0962  1.4053  1.9271  0.09
C  0.2399  -0.4114  -1.3235  -0.13
H  -2.3523  2.5419  0.1964  0.12
H  -3.0527  1.5577  2.1948  0.08
H  0.5864  -2.2792  -0.3377  0.09
H  0.5098  0.6384  -1.2443  0.05
H  -0.8206  -0.5370  -1.1171  0.06
C  -1.5818  2.1091  0.8417  -0.39
H  0.9676  -0.8649  0.6438  0.10
O  -0.3901  2.1905  0.6792  0.02
H  0.4522  -0.6934  -2.3552  0.07



[6]
This record from the Open Molecules 2025 dataset describes 2 unconnected molecules or ions with the total composition C3H10N2O. The level of theory is ωB97M-V/def2-TZVPD.

For the energy above the lowest of the compared OMol25 structures with the same formula, charge and spin, the calculation gives 2.912 eV. The calculated total energy comes out at -304.96762 a.u. For the orbital gap, the calculation gives 9.28 eV. Its total charge is 0. The maximum force is 2.51 eV/Å. The value obtained for the LUMO energy is 0.03320 Eh. For the highest occupied orbital energy, the calculation gives -0.308 Ha.

Each line ends with the Löwdin charge.
Cartesian coordinates (Å):
H  -1.8844  -0.1429  -0.9913  0.11
O  -2.0692  -2.2003  -0.7485  -0.05
N  -0.0360  -1.0372  -0.5714  0.01
H  1.6513  0.9939  2.4716  0.04
C  -1.4904  -0.9752  -0.4103  -0.36
H  0.0861  -2.0529  -0.5862  0.07
C  1.4890  1.1025  0.4701  -0.36
H  2.5213  0.7725  0.3399  0.10
C  0.9103  1.1356  1.6892  -0.03
H  0.6133  -0.8296  0.1716  0.02
H  -0.0859  0.7715  1.8874  0.04
H  -1.7395  -0.7870  0.6413  0.11
H  -2.3579  -2.1638  -1.6695  0.09
N  1.1032  1.7960  -0.6703  0.04
H  0.9769  1.2025  -1.4887  0.08
H  0.3120  2.4145  -0.5351  0.08